The following is a quantum chemistry calculation of a cluster of 35 separate species, H70O35 in total, from OMol25.

Its relative energy (zero: lowest compared OMol25 entry of this formula, charge and spin) is 96.30 kcal per mole. The LUMO energy is -0.884 eV. The orbital gap comes out at 0.2895 hartree. Its total energy is -72802.408 eV.

Geometry (Å):
1 O 1.5172 0.4402 -5.3858
2 O 5.2712 2.6833 0.5746
3 O 0.7432 3.3570 -2.0558
4 O -4.5437 1.7214 -1.6249
5 O 1.6642 4.5987 1.0064
6 O 0.8744 -1.8121 -3.5874
7 O 2.0939 -0.6037 3.6534
8 O -4.2074 3.4350 1.3787
9 O 1.0408 1.9711 1.9480
10 O -1.0957 2.5842 -0.0205
11 O -2.0179 2.6002 4.7292
12 O 5.2890 0.6356 -3.2396
13 O -2.2153 -2.1200 0.8989
14 O -3.0217 -2.6770 -1.7796
15 O 5.2448 -2.3573 1.4651
16 O 3.2617 -3.0217 -2.2302
17 O -1.8349 1.4383 -2.8067
18 O -0.5045 -5.2218 -0.7529
19 O -2.8760 3.9989 -1.5413
20 O -1.7142 -2.5169 4.7839
21 O 4.9891 -0.2061 -0.0904
22 O -4.5107 -0.6958 -2.9700
23 O -0.6596 -0.7655 2.9506
24 O 1.7158 0.9352 -2.6957
25 O -0.7289 2.3480 -5.2915
26 O 0.6527 2.2064 4.6582
27 O -3.8064 -2.3157 3.1124
28 O -1.3435 4.2556 2.2776
29 O -3.6817 0.2907 0.5541
30 O 2.7325 1.7083 -0.1545
31 O -1.6772 -5.2842 1.9580
32 O -1.6147 -2.2862 -4.4595
33 O -0.1584 -0.0409 -0.0458
34 O 2.0857 -3.2356 2.1134
35 O 2.2100 -1.5928 -0.0084
36 H 3.9838 -3.4311 -1.7537
37 H 1.0976 -0.3350 -5.0125
38 H 2.8749 -3.3204 2.6485
39 H 2.4387 -2.1981 -0.7138
40 H -3.9071 -3.2540 3.2728
41 H -2.7928 2.9907 5.1333
42 H -3.2239 -0.5481 0.6090
43 H -0.9668 -1.1787 3.7575
44 H 5.3847 2.7131 1.5246
45 H -2.3142 3.4189 -1.0274
46 H 2.0091 1.1338 -3.5849
47 H -1.7090 -3.1152 -3.9905
48 H -0.2882 2.3541 4.7535
49 H 2.2097 1.5723 -0.9447
50 H 5.3990 0.5147 0.3878
51 H 1.5335 -0.0044 -2.7073
52 H -4.3635 0.2362 1.2237
53 H -2.3591 1.8719 4.2103
54 H 3.6547 -2.7206 -3.0493
55 H 2.2208 0.2773 3.3012
56 H 1.0771 2.9261 2.0019
57 H -4.5518 -1.9145 3.5592
58 H -2.6511 -2.5656 -0.9041
59 H -3.9883 2.6930 0.8150
60 H -0.5057 -0.1936 0.8330
61 H 2.1092 1.6109 0.5654
62 H 4.3697 2.3868 0.4498
63 H -3.3943 3.9360 1.4427
64 H 1.0080 2.4727 -2.3089
65 H 2.2183 5.3787 0.9769
66 H 1.6539 -4.0868 2.1861
67 H -0.1334 3.2487 -1.6870
68 H 2.1494 -2.1448 0.7713
69 H -1.2882 2.8396 0.8817
70 H -4.7759 1.0689 -2.2856
71 H -0.8061 5.0407 2.1724
72 H -1.6260 1.0078 -1.9777
73 H -1.3964 -2.1195 1.3946
74 H 4.6438 -0.0067 -2.9440
75 H -0.8011 -6.1316 -0.7327
76 H -2.6071 -3.4713 -2.1164
77 H -4.0994 -1.3193 -2.3714
78 H -1.0387 -1.7606 -3.9044
79 H -2.2724 -2.8162 5.5016
80 H 4.7173 -1.6349 1.1241
81 H -2.3093 -2.4235 4.0400
82 H -3.7590 3.6517 -1.4148
83 H -0.0427 -5.1384 -1.5872
84 H 2.7939 -0.7075 4.2979
85 H -2.8996 -2.1750 1.5660
86 H 1.5405 4.3574 0.0884
87 H 0.2878 -0.6904 3.0650
88 H 0.8168 1.3905 5.1312
89 H 0.0426 1.8593 -5.5783
90 H 6.1319 -2.0019 1.5196
91 H -0.9685 -5.8951 2.1600
92 H -1.1991 3.9858 3.1845
93 H 0.8881 1.6856 2.8488
94 H 1.8942 0.1351 -6.2110
95 H -1.3096 -4.7016 1.2933
96 H 0.5998 -0.6218 -0.1084
97 H -0.6715 1.7297 0.0573
98 H 5.7541 0.1980 -3.9525
99 H -2.7520 1.6979 -2.7179
100 H -0.9827 1.9335 -4.4669
101 H -4.3936 1.2130 -0.8279
102 H -4.1962 -0.9522 -3.8370
103 H 1.2909 -2.1314 -4.3878
104 H 4.0549 0.0024 -0.0842
105 H 1.3220 -2.2785 -2.8814

Atom charges from the Mulliken analysis, given in e for atoms 1 to 2: number 1, O, carries -0.61; number 2, O, carries -0.69